The following is a quantum chemistry calculation of 11 unconnected molecules or ions with the total composition C46H84F36N11O29S12 in a non-equilibrium geometry, from the OMol25 dataset.

Element x y z (Å)
C: -7.31 -1.40 1.98
C: -8.03 -2.49 2.77
C: -9.52 -2.18 2.98
O: -10.32 -3.31 3.20
C: -11.72 -3.06 3.16
N: -7.80 -3.83 2.00
H: -8.13 -4.67 2.47
H: -8.38 -3.89 1.18
H: -6.83 -3.94 1.76
H: -6.26 -1.65 1.79
H: -7.38 -0.44 2.49
H: -7.80 -1.10 1.05
H: -7.66 -2.62 3.78
H: -9.85 -1.57 2.14
H: -9.64 -1.56 3.87
H: -12.00 -2.45 4.01
H: -12.33 -3.96 3.22
H: -12.03 -2.66 2.19
C: 0.51 6.94 6.68
C: -0.99 6.86 6.35
C: -1.98 6.94 7.56
N: -3.43 7.38 7.14
C: -4.13 7.45 8.55
C: -5.57 8.06 8.42
C: -5.56 9.42 7.69
C: -4.94 9.34 6.29
C: -3.49 8.77 6.34
C: -4.16 6.40 6.29
H: 1.21 6.89 5.85
H: 0.65 6.15 7.42
H: 0.69 7.92 7.14
H: -1.18 5.89 5.89
H: -1.28 7.56 5.56
H: -1.59 7.65 8.28
H: -2.08 5.95 8.01
H: -3.55 8.08 9.23
H: -4.18 6.47 9.03
H: -5.93 8.11 9.45
H: -6.23 7.37 7.89
H: -5.03 10.14 8.32
H: -6.60 9.75 7.74
H: -4.82 10.26 5.73
H: -5.44 8.77 5.51
H: -2.99 9.48 7.00
H: -3.14 8.71 5.31
H: -5.21 6.65 6.13
H: -4.09 5.56 6.98
H: -3.50 6.35 5.43
C: 8.67 -5.59 -4.53
C: 10.11 -5.48 -4.17
C: 11.05 -5.93 -5.34
N: 12.50 -5.36 -5.06
C: 13.00 -5.64 -3.58
C: 14.47 -5.26 -3.36
C: 15.32 -6.05 -4.34
C: 14.95 -5.73 -5.72
C: 13.49 -6.06 -6.02
C: 12.49 -3.78 -5.32
H: 8.32 -6.62 -4.47
H: 8.46 -5.38 -5.58
H: 7.94 -5.11 -3.87
H: 10.30 -6.07 -3.27
H: 10.27 -4.46 -3.81
H: 10.77 -5.42 -6.27
H: 11.06 -7.01 -5.46
H: 12.85 -6.71 -3.41
H: 12.33 -5.05 -2.95
H: 14.69 -5.48 -2.31
H: 14.55 -4.18 -3.42
H: 15.38 -7.09 -4.03
H: 16.36 -5.73 -4.27
H: 15.45 -6.37 -6.45
H: 15.26 -4.75 -6.09
H: 13.41 -7.14 -5.89
H: 13.34 -5.83 -7.07
H: 12.24 -3.53 -6.34
H: 13.54 -3.48 -5.23
H: 11.89 -3.28 -4.56
C: -4.39 -6.70 -13.20
O: -4.40 -5.26 -13.19
C: -4.10 -4.77 -14.46
C: -3.82 -3.27 -14.44
N: -3.14 -2.94 -13.12
H: -3.21 -1.95 -12.94
H: -3.66 -3.41 -12.39
C: -1.67 -3.41 -12.97
C: -1.15 -2.99 -11.59
O: -1.98 -3.68 -10.73
C: -1.74 -3.32 -9.34
H: -5.28 -7.21 -13.57
H: -4.38 -7.16 -12.21
H: -3.49 -7.00 -13.73
H: -4.98 -5.02 -15.06
H: -3.20 -5.29 -14.81
H: -4.71 -2.64 -14.45
H: -3.20 -2.98 -15.28
H: -1.07 -2.96 -13.77
H: -1.69 -4.48 -13.15
H: -1.26 -1.92 -11.47
H: -0.12 -3.33 -11.44
H: -0.75 -3.67 -9.04
H: -2.49 -3.92 -8.82
H: -1.93 -2.25 -9.23
C: -1.16 0.87 3.30
O: -0.97 1.91 2.40
C: -1.83 1.94 1.29
C: -1.23 3.00 0.31
N: 0.01 2.56 -0.50
H: -0.21 1.83 -1.17
H: 0.32 3.33 -1.08
C: 1.29 2.11 0.18
C: 1.50 0.63 0.05
O: 1.32 0.35 -1.25
C: 1.06 -0.99 -1.66
H: -2.12 0.89 3.82
H: -0.42 0.84 4.10
H: -0.93 -0.12 2.90
H: -2.83 2.24 1.62
H: -1.92 0.94 0.85
H: -0.95 3.94 0.78
H: -1.91 3.17 -0.53
H: 1.26 2.47 1.21
H: 2.11 2.73 -0.19
H: 0.89 0.04 0.72
H: 2.55 0.38 0.21
H: 0.45 -1.51 -0.91
H: 2.07 -1.38 -1.75
H: 0.64 -1.14 -2.65
C: -6.79 0.77 9.34
F: -6.97 -0.53 9.41
F: -5.55 1.06 9.74
F: -7.04 1.28 8.09
S: -7.92 1.52 10.62
O: -7.66 2.95 10.59
O: -9.29 1.18 10.17
N: -7.33 0.81 12.05
S: -8.42 -0.22 12.50
O: -9.62 0.45 13.09
O: -8.74 -1.35 11.64
C: -7.46 -0.96 14.04
F: -6.62 -0.04 14.56
F: -8.30 -1.47 14.99
F: -6.68 -1.87 13.65
C: 10.84 0.20 -1.31
F: 11.30 0.42 -0.05
F: 11.91 0.19 -2.09
F: 10.20 -1.01 -1.44
S: 9.50 1.53 -1.85
O: 8.35 1.34 -0.98
O: 10.20 2.81 -1.54
N: 9.25 1.15 -3.53
S: 7.77 0.80 -3.59
O: 7.41 -0.40 -2.78
O: 6.88 2.00 -3.49
C: 7.58 0.06 -5.33
F: 8.59 -0.75 -5.56
F: 6.52 -0.77 -5.43
F: 7.52 1.08 -6.25
C: 2.17 4.90 -5.11
F: 1.67 4.10 -4.17
F: 3.20 4.34 -5.66
F: 1.19 5.06 -6.00
S: 2.47 6.70 -4.29
O: 3.95 6.91 -4.35
O: 1.60 7.63 -5.01
N: 1.90 6.51 -2.62
S: 2.86 7.44 -1.88
O: 4.07 6.82 -1.46
O: 2.89 8.87 -2.19
C: 2.02 7.63 -0.12
F: 1.72 6.43 0.43
F: 2.81 8.33 0.56
F: 0.88 8.16 -0.27
C: -2.92 -6.65 1.65
F: -4.06 -7.22 1.33
F: -2.96 -6.08 2.86
F: -2.04 -7.68 1.76
S: -2.35 -5.30 0.32
O: -1.92 -4.07 1.00
O: -1.23 -5.99 -0.40
N: -3.88 -5.09 -0.49
S: -3.46 -5.21 -1.95
O: -2.69 -4.06 -2.51
O: -3.07 -6.58 -2.24
C: -5.19 -5.05 -2.83
F: -5.29 -3.80 -3.35
F: -5.13 -5.81 -3.91
F: -6.23 -5.31 -2.08
C: 2.21 -5.25 8.32
F: 1.63 -5.71 9.42
F: 3.48 -5.57 8.20
F: 1.48 -5.70 7.24
S: 2.18 -3.31 8.40
O: 3.04 -2.99 7.22
O: 0.83 -2.88 8.15
N: 2.67 -2.94 10.01
S: 4.03 -2.27 9.71
O: 5.09 -3.22 9.29
O: 4.07 -1.02 8.88
C: 4.62 -1.76 11.55
F: 4.40 -0.45 11.75
F: 3.86 -2.39 12.52
F: 5.86 -2.08 11.69
C: -6.06 6.23 -0.14
F: -6.67 7.24 0.48
F: -4.75 6.57 -0.22
F: -6.09 5.09 0.57
S: -6.87 5.93 -1.84
O: -8.11 5.25 -1.47
O: -7.12 7.21 -2.49
N: -5.62 4.98 -2.70
S: -6.58 3.76 -3.16
O: -7.14 2.90 -2.13
O: -7.58 4.18 -4.15
C: -5.22 2.66 -3.89
F: -4.39 3.26 -4.75
F: -4.45 2.15 -2.92
F: -5.82 1.63 -4.50

## Properties
Total charge: -1
M in g/mol: 2323.96
E_HOMO in eV: -6.092
DFT total energy in Eh: -12959.9733